This record from the Open Molecules 2025 dataset describes C19H28N6OPdS4 as an isolated structure. The level of theory is the ωB97M-V functional and the def2-TZVPD basis.

The HOMO-LUMO gap is 6.8 eV. The value obtained for the relative energy (zero: lowest compared OMol25 entry of this formula, charge and spin) is 1.91 kcal per mole. Its energy is -2865.1856 Eh. The calculation puts the HOMO energy at -6.6 eV. As for the LUMO energy: 0.27 eV.

ORCA input file:
```
! wB97M-V def2-TZVPD RIJCOSX def2/J DEFGRID3
* xyz 0 1
Pd 0.907 0.105 -0.736
C -4.677 -1.834 -1.345
C -3.950 -0.836 -0.527
N -4.492 0.128 0.143
N -3.437 0.763 0.743
C -2.242 0.232 0.437
S -0.701 0.706 0.890
N -2.586 -0.824 -0.364
N -1.684 -1.678 -0.999
H -5.721 -1.537 -1.401
H -4.609 -2.827 -0.901
H -4.253 -1.891 -2.347
H -3.581 1.631 1.238
H -1.326 -2.303 -0.277
H -0.861 -1.055 -1.195
C 4.460 0.132 -1.279
S 3.015 1.203 -1.428
C 3.211 2.080 0.159
H 4.319 -0.598 -0.485
H 5.344 0.739 -1.084
H 4.599 -0.378 -2.233
H 4.140 2.649 0.165
H 3.186 1.351 0.965
H 2.355 2.745 0.247
N 0.006 2.272 -2.750
C -0.607 3.143 -1.918
S 0.243 4.394 -1.229
N -1.921 2.878 -1.704
C -2.798 3.476 -0.776
C -4.139 3.578 -1.130
C -5.073 4.024 -0.208
C -4.670 4.392 1.067
C -3.326 4.307 1.411
C -2.386 3.844 0.502
H 0.942 2.519 -3.022
H -0.501 1.652 -3.360
H -2.332 2.143 -2.258
H -4.450 3.289 -2.127
H -6.117 4.085 -0.489
H -5.395 4.746 1.788
H -3.003 4.591 2.405
H -1.346 3.743 0.776
C 2.660 -3.027 -1.562
S 1.898 -2.385 -0.051
O 3.029 -1.934 0.790
C 1.380 -3.974 0.607
C 2.011 -4.463 1.737
C 1.577 -5.664 2.285
C 0.524 -6.355 1.706
C -0.109 -5.850 0.576
C 0.314 -4.650 0.026
H 3.502 -3.659 -1.283
H 2.983 -2.145 -2.110
H 1.938 -3.586 -2.155
H 2.825 -3.892 2.167
H 2.064 -6.057 3.169
H 0.188 -7.289 2.139
H -0.932 -6.390 0.127
H -0.177 -4.250 -0.857
*
```